1.
{
  "formula": "C38H54AsCl48F6O4P",
  "method": "the ωB97M-V functional and the def2-TZVPD basis",
  "symbols": ["C", "C", "C", "C", "P", "C", "C", "C", "C", "C", "C", "C", "C", "C", "C", "C", "C", "H", "H", "H", "H", "H", "H", "H", "H", "H", "H", "H", "H", "H", "H", "H", "H", "H", "H", "H", "H", "H", "H", "H", "H", "H", "H", "H", "H", "H", "H", "H", "H", "H", "H", "H", "H", "C", "C", "C", "O", "C", "C", "C", "O", "O", "O", "H", "H", "As", "F", "F", "F", "F", "F", "F", "C", "Cl", "Cl", "Cl", "H", "C", "Cl", "Cl", "Cl", "H", "C", "Cl", "Cl", "Cl", "H", "C", "Cl", "Cl", "Cl", "H", "C", "Cl", "Cl", "Cl", "H", "C", "Cl", "Cl", "Cl", "H", "C", "Cl", "Cl", "Cl", "H", "C", "Cl", "Cl", "Cl", "H", "C", "Cl", "Cl", "Cl", "H", "C", "Cl", "Cl", "Cl", "H", "C", "Cl", "Cl", "Cl", "H", "C", "Cl", "Cl", "Cl", "H", "C", "Cl", "Cl", "Cl", "H", "C", "Cl", "Cl", "Cl", "H", "C", "Cl", "Cl", "Cl", "H", "C", "Cl", "Cl", "Cl", "H"],
  "positions_angstrom": [[16.5335, 19.8344, 24.1196], [17.1397, 18.5358, 23.4943], [16.7670, 18.3175, 22.0474], [17.3194, 16.9728, 21.5545], [17.0648, 16.6126, 19.7695], [17.4004, 14.8911, 19.3372], [18.7769, 14.3961, 19.7496], [18.9832, 12.9302, 19.4395], [20.4249, 12.5725, 19.7749], [15.4127, 17.0992, 19.1880], [14.2899, 16.0410, 19.5823], [12.9211, 16.7004, 19.6027], [12.5244, 17.2689, 18.2511], [18.2926, 17.6042, 18.7607], [18.3094, 17.3447, 17.2092], [19.2151, 18.3123, 16.5086], [19.4626, 17.8637, 15.0956], [15.4619, 19.9125, 23.9360], [16.8998, 20.7455, 23.6464], [16.7555, 19.8898, 25.1853], [17.0046, 17.6685, 24.1406], [18.2153, 18.7070, 23.5371], [17.0855, 19.2347, 21.5521], [15.6818, 18.4025, 21.9907], [16.7812, 16.2130, 22.1212], [18.3849, 16.7889, 21.6923], [17.1013, 14.6472, 18.3178], [16.6281, 14.3933, 19.9236], [18.8749, 14.4474, 20.8340], [19.5328, 15.0391, 19.2989], [18.8820, 12.7938, 18.3628], [18.2250, 12.3192, 19.9294], [21.1982, 13.1020, 19.2183], [20.7137, 11.5289, 19.6497], [20.5651, 12.7633, 20.8389], [15.4783, 17.2146, 18.1061], [15.2576, 18.0948, 19.6038], [14.5355, 15.5887, 20.5431], [14.2570, 15.1656, 18.9337], [12.8615, 17.4295, 20.4108], [12.1172, 16.0312, 19.9093], [12.3118, 16.5005, 17.5078], [13.2998, 17.9715, 17.9456], [11.6695, 17.9387, 18.1592], [19.2502, 17.4214, 19.2481], [17.9627, 18.6067, 19.0332], [17.3211, 17.3212, 16.7501], [18.7615, 16.3717, 17.0169], [20.1101, 18.5193, 17.0953], [18.7090, 19.2766, 16.4628], [20.1156, 18.5776, 14.5934], [18.5108, 17.8962, 14.5653], [19.7365, 16.8105, 15.0337], [21.3554, 16.3285, 24.3632], [22.5750, 16.9738, 24.4488], [23.3154, 17.5097, 23.1934], [24.4222, 18.2099, 23.2189], [22.7331, 17.3962, 21.9816], [21.4820, 16.7519, 21.8004], [20.7543, 16.0587, 23.0656], [19.7928, 15.2603, 22.9768], [20.9955, 16.7099, 20.6875], [23.0866, 17.1447, 25.6385], [20.8192, 16.1040, 25.2734], [23.1954, 17.6972, 21.0531], [15.9093, 12.5419, 23.3388], [16.1698, 11.5331, 21.8480], [14.3180, 11.6008, 23.7454], [15.6416, 13.4899, 24.8034], [17.3676, 13.4985, 23.0987], [15.1341, 13.8094, 22.3080], [16.8593, 11.4090, 24.3014], [14.2775, 11.8222, 17.6679], [14.2651, 12.2452, 19.3656], [15.9114, 11.1715, 17.4075], [13.9893, 13.1222, 16.5915], [13.5213, 11.0583, 17.4871], [16.0819, 19.2983, 10.8468], [17.3672, 19.8000, 9.7450], [14.8318, 20.5588, 10.7497], [16.7347, 19.0671, 12.4576], [15.6346, 18.3721, 10.4861], [21.2697, 20.9948, 25.0516], [23.0323, 20.9182, 25.0025], [20.5558, 19.8608, 23.9933], [20.7188, 22.6650, 24.6907], [20.9780, 20.7809, 26.0799], [16.0177, 23.2672, 26.3156], [16.9679, 23.3236, 24.8096], [17.1067, 23.1397, 27.7326], [14.7555, 22.0141, 26.3443], [15.5007, 24.2255, 26.3648], [18.5451, 12.3218, 15.0609], [17.7348, 11.8630, 13.5059], [17.7383, 13.7338, 15.8153], [20.1354, 12.8756, 14.5974], [18.6286, 11.4259, 15.6761], [24.6281, 13.9769, 22.3250], [26.0459, 13.2252, 21.6610], [24.5599, 13.8353, 24.1288], [23.0682, 13.2843, 21.6728], [24.6440, 15.0103, 21.9788], [19.8543, 22.7796, 16.2746], [20.2121, 24.3325, 15.4526], [19.3042, 21.5787, 15.0785], [18.4994, 22.9669, 17.4101], [20.7949, 22.4402, 16.7085], [21.1288, 20.3943, 20.2945], [19.4560, 20.8284, 20.1203], [22.1106, 21.6430, 21.0538], [21.7452, 19.9594, 18.6804], [21.1182, 19.4706, 20.8732], [12.7955, 15.6664, 24.1795], [11.1578, 16.3147, 23.9538], [13.0506, 15.0966, 25.8718], [14.0437, 16.7463, 23.6386], [12.8450, 14.8120, 23.5044], [9.9250, 12.9215, 20.6286], [10.3696, 12.2216, 19.0643], [8.6820, 14.0756, 20.3929], [11.2840, 13.6698, 21.4145], [9.5871, 12.0830, 21.2374], [22.6605, 11.1326, 17.2835], [23.4321, 11.7716, 15.8153], [23.8952, 10.1135, 18.0560], [21.2110, 10.2090, 16.8706], [22.3684, 11.9670, 17.9211], [21.7045, 9.5535, 22.5708], [22.3327, 8.1108, 23.4896], [20.9974, 10.7750, 23.5982], [20.5556, 9.0518, 21.3274], [22.6200, 9.8666, 22.0689], [14.6229, 21.1618, 16.5057], [12.9551, 21.2647, 17.1666], [14.5893, 20.5522, 14.8750], [15.5706, 20.1504, 17.6082], [14.9940, 22.1844, 16.5748], [13.2355, 16.3504, 14.4061], [14.7525, 16.6586, 15.2570], [13.4693, 16.2193, 12.6082], [12.0897, 17.5592, 14.8715], [12.8517, 15.3740, 14.7017], [18.1631, 17.5332, 28.2416], [17.0407, 16.6418, 27.2417], [18.0551, 19.2768, 27.6900], [19.8065, 16.8673, 28.2267], [17.7309, 17.4139, 29.2351], [13.7950, 21.7742, 20.7428], [15.5802, 21.7794, 20.8879], [12.9760, 22.6351, 22.0916], [13.2171, 20.0610, 20.7838], [13.5163, 22.2866, 19.8220]],
  "lowdin_charge": [-0.13, -0.26, -0.28, -0.20, 1.06, -0.27, -0.24, -0.24, -0.14, -0.27, -0.21, -0.27, -0.14, -0.23, -0.24, -0.31, -0.11, 0.05, 0.02, 0.02, 0.09, 0.05, 0.07, 0.06, 0.09, 0.08, 0.05, 0.07, 0.10, 0.10, 0.07, 0.11, 0.06, 0.03, 0.04, 0.03, 0.04, 0.08, 0.06, 0.05, 0.07, 0.05, 0.03, 0.07, 0.07, 0.04, 0.07, 0.09, 0.06, 0.06, 0.06, 0.04, 0.07, -0.05, -0.41, -0.40, -0.12, -0.09, -0.40, -0.34, -0.06, -0.05, -0.12, 0.08, 0.10, 0.91, -0.33, -0.35, -0.30, -0.27, -0.34, -0.28, -1.57, 0.58, 0.52, 0.56, 0.02, -1.54, 0.51, 0.50, 0.53, 0.01, -1.55, 0.57, 0.65, 0.45, 0.01, -1.50, 0.53, 0.50, 0.53, 0.00, -1.49, 0.47, 0.51, 0.51, 0.00, -1.46, 0.52, 0.52, 0.52, 0.01, -1.47, 0.49, 0.53, 0.49, 0.01, -1.54, 0.53, 0.55, 0.54, -0.01, -1.54, 0.49, 0.52, 0.62, -0.04, -1.60, 0.50, 0.56, 0.58, 0.02, -1.51, 0.49, 0.51, 0.52, 0.00, -1.53, 0.45, 0.58, 0.52, 0.00, -1.49, 0.51, 0.54, 0.56, 0.02, -1.52, 0.53, 0.49, 0.58, 0.00, -1.50, 0.54, 0.46, 0.56, 0.00, -1.45, 0.52, 0.50, 0.52, -0.02],
  "e_lumo_ev": 2.3,
  "multiplicity": 1,
  "homo_lumo_gap_ev": 3.779,
  "total_energy_ev": -735984.82282,
  "charge": -2
}

2.
{
  "formula": "C38H54BBrN4O2P2PdS",
  "method": "the ωB97M-V functional and the def2-TZVPD basis",
  "symbols": ["Pd", "C", "C", "C", "C", "P", "C", "N", "B", "N", "C", "P", "C", "C", "C", "C", "C", "C", "C", "C", "C", "C", "C", "C", "C", "C", "C", "C", "C", "C", "H", "H", "H", "H", "H", "H", "H", "H", "H", "H", "H", "H", "H", "H", "H", "H", "H", "H", "H", "H", "H", "H", "H", "H", "H", "H", "H", "H", "H", "H", "H", "H", "H", "H", "H", "H", "H", "H", "H", "H", "H", "H", "H", "H", "N", "C", "N", "C", "C", "C", "C", "C", "C", "S", "H", "H", "H", "H", "H", "H", "Br", "C", "C", "C", "C", "C", "C", "C", "O", "O", "H", "H", "H", "H"],
  "positions_angstrom": [[0.1777, 0.2530, -0.1874], [3.4181, 1.1683, 3.4607], [2.1903, 0.4111, 2.9466], [2.7014, -0.7441, 2.0753], [1.4395, -0.1871, 4.1423], [1.0212, 1.4582, 1.8821], [2.2235, 2.6542, 1.1314], [2.7070, 1.9605, -0.0281], [1.9328, 0.9573, -0.7028], [2.7221, 0.6038, -1.8469], [2.2187, -0.2187, -2.9093], [0.5689, -0.8493, -2.3057], [-0.4724, -0.5317, -3.8549], [-0.7919, 0.9704, -3.7971], [-1.7587, -1.3637, -3.9157], [0.2612, -0.8052, -5.1849], [0.8922, -2.6870, -2.1056], [2.0585, -2.8225, -1.1141], [-0.3374, -3.3852, -1.5188], [1.2778, -3.3950, -3.4079], [3.8980, 1.3439, -1.8533], [4.9546, 1.3649, -2.7464], [6.0121, 2.2364, -2.4892], [6.0030, 3.0670, -1.3756], [4.9357, 3.0601, -0.4783], [3.8868, 2.1911, -0.7226], [0.0498, 2.6825, 2.9439], [0.9646, 3.6503, 3.7082], [-0.7586, 3.4921, 1.9098], [-0.9049, 2.0595, 3.9700], [3.9681, 0.5062, 4.1371], [3.1666, 2.0717, 4.0155], [4.0998, 1.4325, 2.6487], [3.3404, -1.3945, 2.6816], [3.2833, -0.3908, 1.2206], [1.8729, -1.3376, 1.7028], [2.0464, -0.9924, 4.5671], [0.4743, -0.6135, 3.8625], [1.2836, 0.5511, 4.9279], [3.0310, 2.9127, 1.8122], [1.7092, 3.5780, 0.8646], [2.8932, -1.0381, -3.1692], [2.0761, 0.3817, -3.8052], [-1.3124, 1.2395, -2.8770], [-1.4330, 1.2270, -4.6470], [0.1197, 1.5710, -3.8811], [-2.3321, -1.3540, -2.9888], [-1.5359, -2.4043, -4.1610], [-2.3829, -0.9677, -4.7222], [1.1965, -0.2616, -5.3090], [-0.4033, -0.4667, -5.9862], [0.4508, -1.8618, -5.3525], [1.8232, -2.3401, -0.1686], [2.9896, -2.3916, -1.4867], [2.2359, -3.8845, -0.9231], [-0.6648, -2.9294, -0.5888], [-0.0818, -4.4342, -1.3346], [-1.1896, -3.3544, -2.1969], [2.0746, -2.8871, -3.9567], [0.4212, -3.5143, -4.0705], [1.6387, -4.3985, -3.1604], [4.9601, 0.7247, -3.6203], [6.8522, 2.2693, -3.1720], [6.8355, 3.7383, -1.2043], [4.9269, 3.7234, 0.3785], [1.7162, 4.1252, 3.0753], [1.4690, 3.1577, 4.5408], [0.3441, 4.4480, 4.1292], [-0.1415, 4.2380, 1.4072], [-1.5667, 4.0226, 2.4196], [-1.2165, 2.8523, 1.1533], [-0.3789, 1.6972, 4.8483], [-1.4881, 1.2397, 3.5621], [-1.5966, 2.8372, 4.3062], [-3.4305, 1.5327, 1.7072], [-3.0316, 0.2909, 2.0954], [-1.9177, -0.2716, 1.7378], [-1.8060, -1.5242, 2.3246], [-0.7618, -2.4195, 2.1098], [-0.7541, -3.6342, 2.7730], [-1.7830, -3.9769, 3.6506], [-2.8412, -3.1095, 3.8640], [-2.8433, -1.8942, 3.1935], [-4.0350, -0.6273, 3.2163], [-3.1170, 1.7639, 0.7602], [-4.3975, 1.7615, 1.8756], [0.0210, -2.1563, 1.4172], [0.0570, -4.3324, 2.6033], [-1.7612, -4.9312, 4.1610], [-3.6495, -3.3772, 4.5341], [-4.7436, 2.7984, -1.2207], [-5.2569, 0.9622, -1.2491], [-6.6254, 0.7499, -1.3830], [-7.1308, -0.5378, -1.4239], [-6.2648, -1.6173, -1.3276], [-4.9076, -1.3902, -1.1862], [-4.3640, -0.1014, -1.1425], [-2.8437, -0.0035, -0.9699], [-2.2277, -1.0842, -0.8587], [-2.3110, 1.1353, -0.9315], [-7.2864, 1.6029, -1.4583], [-8.1982, -0.6908, -1.5308], [-6.6449, -2.6319, -1.3566], [-4.2104, -2.2093, -1.0894]],
  "lowdin_charge": [0.62, -0.09, -0.65, -0.10, -0.08, 1.15, -0.28, -0.02, -0.61, -0.02, -0.27, 1.14, -0.64, -0.09, -0.08, -0.09, -0.67, -0.09, -0.09, -0.09, -0.16, -0.02, -0.11, -0.11, -0.02, -0.16, -0.65, -0.09, -0.10, -0.08, 0.09, 0.07, 0.08, 0.09, 0.08, 0.03, 0.09, 0.07, 0.07, 0.07, 0.09, 0.09, 0.08, 0.05, 0.09, 0.08, 0.06, 0.07, 0.09, 0.07, 0.09, 0.06, 0.04, 0.08, 0.09, 0.05, 0.09, 0.07, 0.07, 0.07, 0.09, 0.11, 0.10, 0.10, 0.11, 0.07, 0.07, 0.09, 0.07, 0.09, 0.05, 0.06, 0.04, 0.09, 0.11, -0.70, 0.07, -0.32, -0.05, -0.08, -0.10, -0.09, -0.47, 1.08, 0.02, 0.09, 0.06, 0.10, 0.10, 0.11, 0.80, -0.58, -0.15, -0.09, -0.08, -0.02, -0.15, -0.68, -0.09, -0.16, 0.09, 0.10, 0.10, 0.12],
  "de_lowest_kj_mol": 92.39,
  "e_lumo_ev": 0.6,
  "multiplicity": 1,
  "homo_lumo_gap_ev": 8.349,
  "total_energy_ev": -153955.10278
}